{
  "formula": "C44H40N8O12",
  "method": "ωB97M-V with the def2-TZVPD basis set",
  "species": ["N", "C", "C", "C", "C", "H", "H", "H", "H", "H", "N", "C", "C", "C", "C", "H", "H", "H", "H", "H", "C", "C", "C", "C", "C", "C", "N", "O", "O", "H", "H", "H", "H", "H", "C", "C", "C", "C", "C", "C", "N", "O", "O", "H", "H", "H", "H", "H", "C", "C", "C", "C", "C", "C", "N", "O", "O", "H", "H", "H", "H", "H", "C", "C", "C", "C", "C", "C", "N", "O", "O", "H", "H", "H", "H", "H", "C", "C", "C", "C", "C", "C", "N", "O", "O", "H", "H", "H", "H", "H", "C", "C", "C", "C", "C", "C", "N", "O", "O", "H", "H", "H", "H", "H"],
  "positions_angstrom": [[0.4004, -0.5199, -1.0322], [1.3677, 0.4464, -1.1395], [0.8371, 1.4463, -1.9153], [-0.5061, 1.1088, -2.1819], [-0.7752, -0.0899, -1.5744], [0.4223, -1.3979, -0.5383], [2.3630, 0.3213, -0.7541], [1.4012, 2.2743, -2.3127], [-1.2083, 1.7256, -2.7247], [-1.6474, -0.7120, -1.4614], [1.0398, -0.7179, -4.4360], [2.2055, -0.6340, -5.1574], [2.0971, -1.4930, -6.2196], [0.7600, -1.9793, -6.2408], [0.1444, -1.4730, -5.1222], [0.8632, -0.1869, -3.5948], [3.0963, -0.2135, -4.7198], [2.8749, -1.7743, -6.9114], [0.3654, -2.6931, -6.9435], [-0.8540, -1.6680, -4.7706], [-4.5431, 4.9127, -0.4726], [-5.1663, 4.8450, 0.7620], [-4.8837, 3.7726, 1.6110], [-4.2214, 2.6993, 1.0588], [-3.5103, 2.7824, -0.1263], [-3.6443, 3.9444, -0.8893], [-3.9811, 1.5473, 1.9475], [-3.1283, 0.7282, 1.6465], [-4.6093, 1.5066, 2.9816], [-4.7583, 5.7929, -1.0693], [-5.8952, 5.5730, 1.0869], [-5.3311, 3.7247, 2.5913], [-2.7842, 2.0387, -0.4219], [-3.1439, 3.9951, -1.8459], [3.4439, -1.6598, 5.6408], [3.4848, -2.9996, 5.2854], [3.2268, -3.4081, 3.9911], [2.9117, -2.4424, 3.0541], [2.8749, -1.0954, 3.3680], [3.1489, -0.7071, 4.6622], [2.6749, -2.8051, 1.6493], [2.2617, -1.9382, 0.9059], [2.8931, -3.9549, 1.3254], [3.5279, -1.3543, 6.6742], [3.6998, -3.7423, 6.0450], [3.1477, -4.4412, 3.6825], [2.5717, -0.3483, 2.6483], [3.2024, 0.3409, 4.9316], [1.4282, 2.2865, 2.1873], [0.1447, 1.8072, 2.4094], [-0.5748, 2.2648, 3.5067], [0.0087, 3.1710, 4.3547], [1.3175, 3.5918, 4.1968], [2.0211, 3.1565, 3.0846], [-0.7617, 3.6981, 5.4914], [-0.1358, 4.0863, 6.4564], [-1.9746, 3.6924, 5.3966], [1.9118, 1.8592, 1.3144], [-0.3082, 1.0583, 1.7718], [-1.5858, 1.8877, 3.5975], [1.7417, 4.3781, 4.8035], [3.0185, 3.5164, 2.8695], [-4.0183, 0.2368, -6.0578], [-5.3779, 0.1202, -6.3043], [-6.2775, 0.8600, -5.5615], [-5.8245, 1.6198, -4.5060], [-4.4771, 1.7338, -4.2435], [-3.5736, 1.0666, -5.0349], [-6.7753, 2.3355, -3.6677], [-7.9299, 1.9656, -3.6590], [-6.3203, 3.2498, -2.9945], [-3.2788, -0.3999, -6.5265], [-5.6774, -0.4977, -7.1413], [-7.3290, 0.9058, -5.8164], [-4.1497, 2.1854, -3.3143], [-2.5103, 1.1524, -4.8582], [6.0985, -2.8310, -1.5830], [6.5185, -2.0601, -2.6575], [6.2745, -0.7033, -2.6670], [5.5420, -0.1629, -1.6246], [5.1083, -0.9276, -0.5628], [5.4372, -2.2606, -0.5048], [5.1866, 1.2530, -1.7129], [4.3956, 1.6702, -0.8808], [5.6584, 1.9206, -2.6042], [6.2798, -3.8988, -1.5892], [7.0384, -2.5475, -3.4710], [6.6424, -0.0631, -3.4556], [4.5639, -0.4018, 0.2118], [5.2296, -2.8482, 0.3773], [-0.3341, -3.9539, 5.2484], [-1.1026, -4.9129, 4.5967], [-1.5203, -4.7441, 3.2888], [-1.0694, -3.6231, 2.6328], [-0.3581, -2.6162, 3.2549], [0.0478, -2.8116, 4.5599], [-1.3752, -3.4698, 1.2046], [-2.4352, -3.9012, 0.8008], [-0.5334, -2.9182, 0.5226], [0.0835, -4.1642, 6.2239], [-1.3218, -5.8234, 5.1418], [-2.1398, -5.4863, 2.8102], [-0.0777, -1.7116, 2.7323], [0.7141, -2.0682, 4.9786]],
  "total_energy_ev": -82750.8133,
  "multiplicity": 1,
  "total_charge": 0,
  "gap_ev": 6.91,
  "fmax_ha_per_bohr": 0.0317,
  "smiles": "O=[N+]([O-])c1ccccc1.O=[N+]([O-])c1ccccc1.O=[N+]([O-])c1ccccc1.O=[N+]([O-])c1ccccc1.O=[N+]([O-])c1ccccc1.O=[N+]([O-])c1ccccc1.c1cc[nH]c1.c1cc[nH]c1"
}